A 11-piece molecular cluster, C49H109ClF3N6O9 overall, computed with the ωB97M-V functional and the def2-TZVPD basis.

Values from the calculation:
**Net charge**: +1
**Strongest force on any atom**: 3.6 eV Å⁻¹
**LUMO**: -0.3213 Eh

Last columns: bonded neighbours and bond lengths (Å).
Geometry (Å):
1 Cl 11.7614 -12.0300 17.5502  no bonds
2 F 14.8948 -20.1946 19.5124  C66 1.334
3 F 14.7188 -21.8721 18.1569  C66 1.391
4 F 13.0078 -21.1723 19.4763  C66 1.369
5 O 14.8030 -10.9186 16.7525  N14 1.448, H95 0.954
6 O 10.2447 -8.8828 15.4541  C63 1.492, H71 0.965
7 O 12.6095 -20.3099 16.6023  C60 1.445, H120 0.938
8 O 14.6512 -19.2037 17.0278  C30 1.445, C60 1.369
9 O 13.5762 -13.7367 19.5513  N16 1.427, H91 1.011
10 O 9.4407 -13.0373 25.7667  C37 1.241
11 O 8.0317 -9.3404 13.7157  C33 1.451, H122 0.961
12 O 9.0883 -4.8280 20.2544  N15 1.414, H110 0.965
13 O 11.9345 -15.8573 15.3915  C43 1.260
14 N 15.7526 -10.6399 17.8090  O5 1.448, C54 1.493, C64 1.450
15 N 9.9828 -5.7023 20.9132  O12 1.414, C27 1.520, C28 1.434
16 N 13.4099 -14.0947 20.9230  O9 1.427, C53 1.509, C55 1.495
17 N 13.1640 -14.0962 14.7402  C43 1.320, C57 1.512, H165 0.971
18 N 9.0942 -14.7050 17.4369  C22 1.486, C38 1.565, C45 1.476, C61 1.496
19 N 10.1732 -10.8858 26.1444  C36 1.478, C37 1.329, H133 1.012
20 C 8.3222 -7.4425 20.4144  C27 1.530, H84 1.102, H137 1.068, H164 1.075
21 C 18.2145 -9.7385 19.0604  C48 1.573, C62 1.501, H96 1.075, H167 1.101
22 C 9.5871 -14.1893 16.1333  N18 1.486, C47 1.554, H99 1.059, H151 1.123
23 C 6.5200 -7.7921 12.7480  C33 1.480, H72 1.104, H119 1.079, H131 1.103
24 C 9.1920 -17.0771 17.0148  C44 1.601, C45 1.502, H81 1.079, H145 1.103
25 C 13.9098 -15.9358 22.5169  C29 1.543, C55 1.526, H138 1.120, H144 1.080
26 C 15.3779 -12.5127 21.5257  C53 1.561, H92 1.093, H127 1.072, H147 1.092
27 C 9.7913 -7.0520 20.2412  N15 1.520, C20 1.530, C32 1.516, C49 1.592
28 C 11.2506 -5.0408 21.0163  N15 1.434, C35 1.597, C50 1.550, C51 1.530
29 C 14.5568 -14.8780 23.4350  C25 1.543, C68 1.529, H75 1.106, H132 1.039
30 C 14.5959 -17.7928 16.7222  O8 1.445, C65 1.454, H152 1.099, H168 1.134
31 C 14.6061 -8.5059 18.3989  C54 1.574, H125 1.065, H142 1.112, H159 1.086
32 C 10.1335 -7.1047 18.7651  C27 1.516, H108 1.078, H112 1.110, H177 1.112
33 C 7.2110 -8.1779 13.9982  O11 1.451, C23 1.480, H116 1.108, H161 1.083
34 C 17.8040 -11.3991 16.4732  C64 1.542, H80 1.112, H88 1.120, H175 1.070
35 C 11.9083 -4.5786 19.6360  C28 1.597, H89 1.077, H117 1.123, H128 1.092
36 C 11.4572 -10.9056 25.4119  N19 1.478, H74 1.119, H79 1.119, H103 1.135
37 C 9.2737 -11.8641 26.1348  O10 1.241, N19 1.329, C46 1.541
38 C 10.3371 -15.1823 18.2588  N18 1.565, C44 1.601, H104 1.062, H135 1.077
39 C 16.3170 -12.8718 17.8848  C64 1.512, H97 1.122, H113 1.083, H174 1.074
40 C 12.3884 -15.7031 13.0955  C43 1.469, H115 1.110, H126 1.094, H157 1.096
41 C 12.9965 -11.7612 21.5738  C53 1.555, H143 1.127, H162 1.039, H172 1.120
42 C 9.0714 -12.7646 14.0460  C47 1.564, H70 1.075, H106 1.051, H176 1.068
43 C 12.4910 -15.1993 14.4717  O13 1.260, N17 1.320, C40 1.469
44 C 10.4876 -16.7331 17.8909  C24 1.601, C38 1.601, H111 1.116, H114 1.083
45 C 8.2710 -15.9184 17.2706  N18 1.476, C24 1.502, H130 1.118, H149 1.040
46 C 7.9372 -11.3994 26.7444  C37 1.541, H129 1.067, H150 1.089, H173 1.092
47 C 8.5863 -13.9262 14.9741  C22 1.554, C42 1.564, H154 1.095, H160 1.085
48 C 17.8299 -11.2593 18.9505  C21 1.573, C64 1.536, H73 1.102, H139 1.107
49 C 10.7425 -7.9931 21.1031  C27 1.592, C58 1.538, H87 1.113, H166 1.072
50 C 11.0779 -3.7732 21.8915  C28 1.550, H98 1.098, H136 1.070, H141 1.072
51 C 12.1667 -6.0371 21.7305  C28 1.530, C58 1.495, H78 1.114, H170 1.087
52 C 11.7100 -9.2959 13.4352  C63 1.509, H76 1.060, H77 1.084, H107 1.087
53 C 13.9197 -12.9885 21.8144  N16 1.509, C26 1.561, C41 1.555, C68 1.510
54 C 15.9619 -9.1679 17.9488  N14 1.493, C31 1.574, C56 1.571, C62 1.585
55 C 13.9497 -15.4822 21.0602  N16 1.495, C25 1.526, C59 1.568, C67 1.503
56 C 16.4762 -8.3720 16.6954  C54 1.571, H105 1.102, H118 1.104, H146 1.129
57 C 14.0991 -13.4262 13.7595  N17 1.512, H85 1.089, H123 1.092, H153 1.048
58 C 12.1679 -7.4168 21.1557  C49 1.538, C51 1.495, H121 1.080, H134 1.105
59 C 12.9453 -16.3727 20.2502  C55 1.568, H86 1.108, H155 1.120, H163 1.064
60 C 13.5278 -19.7622 17.5748  O7 1.445, O8 1.369, C66 1.574, H100 1.091
61 C 8.3575 -13.6344 18.1774  N18 1.496, H93 1.096, H156 1.076, H158 1.096
62 C 16.8907 -9.0510 19.2280  C21 1.501, C54 1.585, H90 1.117, H101 1.066
63 C 11.3562 -8.3905 14.5890  O6 1.492, C52 1.509, H94 1.105, H171 1.098
64 C 16.9219 -11.4940 17.7341  N14 1.450, C34 1.542, C39 1.512, C48 1.536
65 C 15.8952 -17.5314 16.1254  C30 1.454, H109 1.090, H124 1.064, H140 1.061
66 C 14.0383 -20.7721 18.6690  F2 1.334, F3 1.391, F4 1.369, C60 1.574
67 C 15.3700 -15.6727 20.6068  C55 1.503, H82 1.082, H83 1.071, H169 1.096
68 C 13.9165 -13.5043 23.2334  C29 1.529, C53 1.510, H69 1.149, H102 1.083
69 H 12.8569 -13.4788 23.6771  C68 1.149
70 H 9.1928 -11.8424 14.5852  C42 1.075
71 H 10.6940 -9.6110 15.8994  O6 0.965
72 H 5.9145 -8.6496 12.4057  C23 1.104
73 H 17.2606 -11.5968 19.8319  C48 1.102
74 H 11.2397 -11.1106 24.3334  C36 1.119
75 H 15.6354 -14.7159 23.2514  C29 1.106
76 H 10.9180 -9.4657 12.7514  C52 1.060
77 H 12.5478 -8.9707 12.8288  C52 1.084
78 H 11.7379 -6.1582 22.7511  C51 1.114
79 H 12.2134 -11.6295 25.8073  C36 1.119
80 H 18.5706 -10.6008 16.5835  C34 1.112
81 H 9.4963 -17.2379 15.9924  C24 1.079
82 H 15.5631 -15.1251 19.6937  C67 1.082
83 H 15.3622 -16.7099 20.3407  C67 1.071
84 H 8.1659 -7.6635 21.4830  C20 1.102
85 H 13.6360 -13.4438 12.7739  C57 1.089
86 H 13.0509 -17.3870 20.6835  C59 1.108
87 H 10.3118 -8.0725 22.1268  C49 1.113
88 H 17.1498 -11.0371 15.6387  C34 1.120
89 H 12.0147 -5.4945 19.0794  C35 1.077
90 H 16.9283 -7.9359 19.2795  C62 1.117
91 H 12.6978 -13.3070 19.2945  O9 1.011
92 H 15.4050 -12.2606 20.4625  C26 1.093
93 H 9.0812 -12.8274 18.3355  C61 1.096
94 H 10.9144 -7.4061 14.3508  C63 1.105
95 H 13.9877 -11.0905 17.2178  O5 0.954
96 H 18.8826 -9.6484 19.8972  C21 1.075
97 H 15.3958 -12.8868 18.5256  C39 1.122
98 H 10.2804 -3.1542 21.4593  C50 1.098
99 H 10.2968 -14.9111 15.8206  C22 1.059
100 H 12.9623 -19.0484 18.1757  C60 1.091
101 H 16.2920 -9.5534 19.9529  C62 1.066
102 H 14.4185 -12.7239 23.7914  C68 1.083
103 H 12.0063 -9.9192 25.5282  C36 1.135
104 H 11.1400 -14.6177 17.8535  C38 1.062
105 H 17.5345 -8.6343 16.5373  C56 1.102
106 H 8.2832 -12.6228 13.3649  C42 1.051
107 H 12.0465 -10.2609 13.8048  C52 1.087
108 H 11.1913 -7.1295 18.5585  C32 1.078
109 H 16.6230 -17.5147 16.9370  C65 1.090
110 H 9.5220 -4.5729 19.4304  O12 0.965
111 H 11.3714 -16.9347 17.2400  C44 1.116
112 H 9.7087 -6.2364 18.2189  C32 1.110
113 H 15.9615 -13.3308 16.9710  C39 1.083
114 H 10.4124 -17.3196 18.7982  C44 1.083
115 H 11.9694 -15.0742 12.2829  C40 1.110
116 H 7.9074 -7.3820 14.3303  C33 1.108
117 H 11.3090 -3.8538 19.0221  C35 1.123
118 H 15.9496 -8.6050 15.7539  C56 1.104
119 H 7.2211 -7.4951 11.9833  C23 1.079
120 H 13.0800 -20.8089 15.9624  O7 0.938
121 H 12.7892 -8.0127 21.8072  C58 1.080
122 H 8.7791 -9.2905 14.3172  O11 0.961
123 H 15.0719 -13.9223 13.7610  C57 1.092
124 H 16.1964 -18.2029 15.3573  C65 1.064
125 H 13.9852 -8.4588 17.5354  C31 1.065
126 H 13.3636 -16.0086 12.7063  C40 1.094
127 H 16.1531 -13.2214 21.7411  C26 1.072
128 H 12.8953 -4.2210 19.9356  C35 1.092
129 H 7.8271 -10.3508 26.9075  C46 1.067
130 H 7.7684 -16.0466 18.2615  C45 1.118
131 H 5.7901 -6.9995 12.9848  C23 1.103
132 H 14.4652 -15.2126 24.4144  C29 1.039
133 H 9.8622 -9.9879 26.4922  N19 1.012
134 H 12.6456 -7.4405 20.1595  C58 1.105
135 H 10.1381 -14.9321 19.2873  C38 1.077
136 H 10.6935 -4.1268 22.8255  C50 1.070
137 H 7.6493 -6.7064 20.0315  C20 1.068
138 H 14.5277 -16.8599 22.3844  C25 1.120
139 H 18.7210 -11.9075 18.8395  C48 1.107
140 H 15.9506 -16.5714 15.6778  C65 1.061
141 H 11.9499 -3.1522 21.9374  C50 1.072
142 H 14.9214 -7.5383 18.8459  C31 1.112
143 H 11.9325 -12.1317 21.6149  C41 1.127
144 H 12.8768 -16.0474 22.8105  C25 1.080
145 H 8.6971 -18.0165 17.3133  C24 1.103
146 H 16.4371 -7.2493 16.8115  C56 1.129
147 H 15.4811 -11.5845 22.0924  C26 1.092
148 H 4.2290 -6.9207 23.0154  no bonds
149 H 7.5527 -15.8151 16.5249  C45 1.040
150 H 7.0749 -11.7048 26.1535  C46 1.089
151 H 10.1883 -13.2518 16.2812  C22 1.123
152 H 14.4120 -17.2061 17.6336  C30 1.099
153 H 14.2249 -12.4320 14.0660  C57 1.048
154 H 8.2194 -14.7422 14.3429  C47 1.095
155 H 13.1819 -16.4037 19.1563  C59 1.120
156 H 8.0542 -13.9828 19.1495  C61 1.076
157 H 11.7270 -16.5748 13.1634  C40 1.096
158 H 7.5058 -13.2696 17.5914  C61 1.096
159 H 14.1316 -9.1515 19.1328  C31 1.086
160 H 7.7232 -13.5751 15.5301  C47 1.085
161 H 6.5365 -8.3239 14.8323  C33 1.083
162 H 13.1663 -11.2964 20.6606  C41 1.039
163 H 11.9705 -16.0506 20.5298  C59 1.064
164 H 8.1747 -8.3421 19.8456  C20 1.075
165 H 13.0720 -13.7559 15.6448  N17 0.971
166 H 10.7875 -8.9946 20.7225  C49 1.072
167 H 18.8362 -9.4354 18.2036  C21 1.101
168 H 13.7630 -17.7153 15.9571  C30 1.134
169 H 16.1357 -15.4917 21.3700  C67 1.096
170 H 13.1684 -5.6162 21.7594  C51 1.087
171 H 12.2422 -8.1696 15.1992  C63 1.098
172 H 13.2191 -11.0840 22.4381  C41 1.120
173 H 7.8231 -11.9037 27.7066  C46 1.092
174 H 17.1042 -13.5091 18.2410  C39 1.074
175 H 18.2390 -12.3143 16.1293  C34 1.070
176 H 9.9944 -12.9697 13.5501  C42 1.068
177 H 9.7135 -8.0520 18.3616  C32 1.112

Results of the Mulliken charge analysis, in e, for atoms 1 through 4: Cl -0.755; F -0.235; F -0.272; F -0.271